# 1
A single C17H21ClN4O6 molecule, computed with wB97M-V/def2-TZVPD.

```
49
C17H21ClN4O6, DFT wB97M-V/def2-TZVPD
C -2.8903 1.2544 -2.0047
C -3.4715 2.2254 -0.9901
O -2.4540 3.1243 -0.5418
C -2.2561 3.2170 0.7847
O -2.8834 2.6169 1.6231
N -1.2871 4.1323 1.0833
C -0.3687 4.6249 0.0843
C 0.7985 3.6312 -0.0674
N 1.0658 3.0198 1.2204
C 1.3782 1.7358 1.4414
O 1.4903 1.2561 2.5625
C 1.6233 0.8263 0.2358
O 1.8861 1.1717 -0.8957
N 1.5659 -0.4679 0.6329
N 1.5467 -1.4976 -0.2877
C 0.5056 -1.6019 -1.1587
O -0.5253 -0.9839 -1.0475
C 0.7658 -2.6068 -2.2804
O 1.7212 -3.5900 -1.9624
C 1.3747 -4.5665 -1.0665
C 0.1959 -4.5857 -0.3308
C -0.0505 -5.6239 0.5522
C 0.8780 -6.6382 0.7044
Cl 0.5646 -7.9310 1.8081
C 2.0608 -6.6249 -0.0207
C 2.3048 -5.5925 -0.9016
C 0.7774 3.8710 2.3584
C -0.7373 4.1365 2.4255
H -2.1213 0.6352 -1.5503
H -3.6815 0.6114 -2.3794
H -2.4542 1.8003 -2.8378
H -4.2613 2.8359 -1.4420
H -3.8766 1.6964 -0.1222
H -0.8881 4.7395 -0.8653
H -0.0153 5.6057 0.4140
H 1.6969 4.1443 -0.4289
H 0.5336 2.8605 -0.7899
H 1.2893 -0.6569 1.5927
H 2.4393 -1.9072 -0.5422
H 1.1855 -2.0531 -3.1271
H -0.1883 -3.0466 -2.5938
H -0.5377 -3.8011 -0.4263
H -0.9660 -5.6383 1.1218
H 2.7807 -7.4179 0.1034
H 3.2145 -5.5621 -1.4797
H 1.3349 4.8043 2.2401
H 1.1178 3.3596 3.2592
H -1.2505 3.3545 2.9889
H -0.9308 5.1026 2.9038
```

Calculated values
**Largest force on an atom**: 0.7 eV/A
**Total charge**: 0
**Multiplicity**: 1
**E_HOMO**: -8.849 eV
**HOMO-LUMO gap**: 9.46 eV



# 2
A 10-piece molecular cluster, C6H25NO9 overall in a non-equilibrium geometry, computed with wB97M-V/def2-TZVPD.

```
41
C6H25NO9, DFT wB97M-V/def2-TZVPD
C 2.8211 -1.3918 -1.4587
C 2.4263 -0.1200 -1.3450
C 1.6754 0.5590 -0.3328
C 1.4738 2.0029 -0.6790
C 0.9346 2.6291 0.4130
N 0.6483 1.6126 1.3948
C 1.0525 0.3726 0.9522
H 3.5488 -1.7961 -2.2564
H 2.8843 -2.0602 -0.6726
H 2.6775 0.5599 -2.2442
H 1.5828 2.5529 -1.5789
H 0.6784 3.6564 0.6430
H 0.3922 1.8403 2.3372
H 0.8660 -0.5447 1.4835
O -3.9473 -0.9460 0.7046
H -4.0895 -0.1062 0.3488
H -3.6046 -1.6596 0.1319
O -1.7917 1.3532 0.0579
H -1.2023 2.1637 0.2260
H -1.5880 1.1886 -0.9750
O -0.7786 -3.0369 0.7759
H -1.1083 -3.6423 1.3299
H -0.8983 -2.2071 1.2328
O 4.7457 1.0221 -0.1782
H 4.5489 0.0717 -0.2615
H 3.9480 1.5471 0.1355
O -1.5519 -0.6732 1.7384
H -1.3262 -0.1208 1.0009
H -2.4883 -0.9137 1.7420
O -0.8996 1.3279 -2.3618
H 0.0607 1.0243 -2.3349
H -1.2742 0.6376 -2.7776
O -1.1167 -1.3617 -2.7864
H -1.6979 -1.9783 -3.2206
H -0.8473 -1.8760 -2.0031
O -0.2480 1.8127 4.1589
H 0.3940 1.0836 4.4189
H -1.0984 1.3623 4.3312
O -2.3337 -3.1582 -1.3463
H -2.1896 -4.0750 -1.5509
H -1.6343 -3.0256 -0.6537
```

Calculated values
**Largest force on an atom**: 5.4 eV/A
**Total charge**: 0
**Multiplicity**: 1
**E_HOMO**: -8.206 eV
**HOMO-LUMO gap**: 8.48 eV



What did the first record say?
A single C17H21ClN4O6 molecule, computed with wB97M-V/def2-TZVPD.

```
49
C17H21ClN4O6, DFT wB97M-V/def2-TZVPD
C -2.8903 1.2544 -2.0047
C -3.4715 2.2254 -0.9901
O -2.4540 3.1243 -0.5418
C -2.2561 3.2170 0.7847
O -2.8834 2.6169 1.6231
N -1.2871 4.1323 1.0833
C -0.3687 4.6249 0.0843
C 0.7985 3.6312 -0.0674
N 1.0658 3.0198 1.2204
C 1.3782 1.7358 1.4414
O 1.4903 1.2561 2.5625
C 1.6233 0.8263 0.2358
O 1.8861 1.1717 -0.8957
N 1.5659 -0.4679 0.6329
N 1.5467 -1.4976 -0.2877
C 0.5056 -1.6019 -1.1587
O -0.5253 -0.9839 -1.0475
C 0.7658 -2.6068 -2.2804
O 1.7212 -3.5900 -1.9624
C 1.3747 -4.5665 -1.0665
C 0.1959 -4.5857 -0.3308
C -0.0505 -5.6239 0.5522
C 0.8780 -6.6382 0.7044
Cl 0.5646 -7.9310 1.8081
C 2.0608 -6.6249 -0.0207
C 2.3048 -5.5925 -0.9016
C 0.7774 3.8710 2.3584
C -0.7373 4.1365 2.4255
H -2.1213 0.6352 -1.5503
H -3.6815 0.6114 -2.3794
H -2.4542 1.8003 -2.8378
H -4.2613 2.8359 -1.4420
H -3.8766 1.6964 -0.1222
H -0.8881 4.7395 -0.8653
H -0.0153 5.6057 0.4140
H 1.6969 4.1443 -0.4289
H 0.5336 2.8605 -0.7899
H 1.2893 -0.6569 1.5927
H 2.4393 -1.9072 -0.5422
H 1.1855 -2.0531 -3.1271
H -0.1883 -3.0466 -2.5938
H -0.5377 -3.8011 -0.4263
H -0.9660 -5.6383 1.1218
H 2.7807 -7.4179 0.1034
H 3.2145 -5.5621 -1.4797
H 1.3349 4.8043 2.2401
H 1.1178 3.3596 3.2592
H -1.2505 3.3545 2.9889
H -0.9308 5.1026 2.9038
```

Calculated values
**Largest force on an atom**: 0.7 eV/A
**Total charge**: 0
**Multiplicity**: 1
**E_HOMO**: -8.849 eV
**HOMO-LUMO gap**: 9.46 eV